1.
The following is a quantum chemistry calculation of a 4-piece molecular cluster, C44H92IN9PSi overall in a non-equilibrium geometry, from the Open Molecules 2025 dataset.

Structure (ORCA input):
```
! RIJCOSX wB97M-V def2-TZVPD def2/J DEFGRID3
* xyz 1 1
C -2.642 -3.774 5.857
C -1.743 -3.062 6.221
N -0.713 -2.267 6.702
P 0.368 -3.094 7.858
N -0.544 -3.934 8.818
C -0.552 -0.998 6.348
N 0.419 -0.066 6.680
C 1.855 -0.394 6.516
C 2.276 -0.881 5.073
C 2.010 -2.404 4.801
I 4.463 -0.687 5.049
C -0.058 1.173 5.984
C 0.955 2.220 5.467
C 1.535 3.121 6.651
C 2.940 3.653 6.182
C 2.853 4.535 4.898
C 3.978 4.277 3.841
C 4.050 2.809 3.332
C 3.067 2.456 2.163
C 3.757 1.483 1.120
Si 2.541 0.337 0.220
C 3.388 -0.163 -1.421
C 2.198 -1.296 1.166
C 0.865 1.198 -0.095
C 0.868 2.586 -0.417
C -0.364 3.236 -0.651
C -1.590 2.517 -0.584
C -1.581 1.141 -0.242
C -0.350 0.474 0.007
C -1.054 0.752 4.842
C -0.478 0.487 3.424
C -2.010 1.974 4.625
N -3.184 1.669 3.768
N -1.577 -0.490 5.487
N -2.742 -0.216 6.239
H -3.579 -4.327 5.855
H 1.244 -4.004 7.228
H 1.024 -2.126 8.666
H -0.432 -3.602 9.776
H 2.511 0.473 6.739
H 2.217 -1.180 7.213
H 1.931 -0.222 4.261
H 2.357 -2.943 5.707
H 0.965 -2.631 4.519
H 2.721 -2.699 4.001
H -0.703 1.666 6.742
H 1.858 1.780 4.984
H 0.541 2.932 4.734
H 0.807 3.949 6.785
H 1.606 2.566 7.608
H 3.300 4.309 7.007
H 3.642 2.797 6.115
H 1.877 4.489 4.373
H 2.975 5.595 5.218
H 4.952 4.505 4.334
H 3.801 4.972 2.992
H 3.814 2.138 4.181
H 5.073 2.531 2.992
H 2.237 1.859 2.620
H 2.623 3.346 1.670
H 4.229 2.150 0.358
H 4.532 0.887 1.644
H 2.869 -1.083 -1.776
H 3.344 0.635 -2.188
H 4.433 -0.486 -1.210
H 1.178 -1.273 1.609
H 2.248 -2.122 0.419
H 2.978 -1.527 1.924
H 1.828 3.121 -0.477
H -0.358 4.312 -0.894
H -2.524 3.052 -0.803
H -2.541 0.602 -0.189
H -0.380 -0.599 0.249
H 0.159 1.323 3.061
H 0.105 -0.460 3.346
H -1.278 0.388 2.659
H -2.351 2.299 5.640
H -1.519 2.855 4.174
H -3.202 0.675 3.556
H -3.135 2.213 2.913
H -3.567 -0.101 5.665
H -2.621 0.520 6.927
C 0.115 -1.560 -2.858
C -0.714 -2.741 -3.340
N 0.079 -3.837 -3.865
C -0.716 -4.835 -4.568
C -1.741 -5.635 -3.759
C 1.105 -4.364 -2.979
C 0.663 -4.902 -1.613
H 0.774 -1.194 -3.648
H -0.544 -0.741 -2.564
H 0.723 -1.815 -1.986
H -1.369 -2.373 -4.133
H -1.372 -3.069 -2.520
H -0.044 -5.534 -5.075
H -1.250 -4.325 -5.377
H -1.265 -6.393 -3.138
H -2.415 -6.160 -4.440
H -2.358 -4.999 -3.122
H 1.845 -3.576 -2.809
H 1.663 -5.145 -3.503
H -0.058 -4.248 -1.119
H 1.532 -4.984 -0.954
H 0.231 -5.899 -1.690
C -4.388 -2.310 -4.469
C -4.688 -3.098 -5.736
N -5.608 -4.202 -5.531
C -5.680 -5.110 -6.669
C -6.238 -4.564 -7.986
C -6.885 -3.867 -4.920
C -7.767 -2.832 -5.627
H -4.012 -2.966 -3.680
H -3.622 -1.559 -4.674
H -5.267 -1.783 -4.095
H -3.738 -3.499 -6.102
H -5.048 -2.401 -6.507
H -6.254 -5.996 -6.383
H -4.667 -5.483 -6.860
H -7.321 -4.455 -7.953
H -6.015 -5.263 -8.795
H -5.798 -3.604 -8.259
H -6.691 -3.508 -3.904
H -7.463 -4.783 -4.772
H -7.201 -1.967 -5.976
H -8.526 -2.464 -4.932
H -8.298 -3.263 -6.474
C 0.895 3.961 -6.500
C 1.541 4.032 -5.123
N 2.994 4.054 -5.161
C 3.604 3.848 -3.858
C 3.367 4.910 -2.780
C 3.598 5.099 -5.975
C 3.257 6.554 -5.639
H 1.265 3.102 -7.062
H -0.186 3.853 -6.395
H 1.075 4.864 -7.085
H 1.221 3.145 -4.567
H 1.131 4.901 -4.586
H 4.681 3.709 -3.985
H 3.242 2.887 -3.470
H 3.958 5.808 -2.957
H 3.675 4.516 -1.806
H 2.317 5.193 -2.697
H 3.322 4.919 -7.018
H 4.685 4.978 -5.963
H 2.194 6.701 -5.446
H 3.525 7.196 -6.482
H 3.819 6.914 -4.778
*
```

Kohn-Sham gap in eV: 5.4
Relative energy (zero: lowest compared OMol25 entry of this formula, charge and spin) in kcal/mol: 0.0
LUMO energy in Ha: -0.1399
HOMO level in eV: -9.26

=====

2.
The following is a quantum chemistry calculation of one molecule with the formula C26H36N6OS in a non-equilibrium geometry, from the Open Molecules 2025 dataset.

Structure (ORCA input):
```
! RIJCOSX wB97M-V def2-TZVPD def2/J DEFGRID3
* xyz 0 1
C 6.193 2.647 -1.482
C 4.859 2.266 -2.046
C 3.720 2.288 -1.251
C 2.484 1.957 -1.771
C 2.351 1.590 -3.104
C 0.999 1.241 -3.677
C 0.183 0.393 -2.740
C -0.969 0.885 -2.080
C -1.441 2.294 -2.247
N -1.705 0.139 -1.280
C -1.336 -1.109 -1.087
N -1.903 -2.051 -0.350
C -1.077 -3.107 -0.485
S -1.303 -4.632 0.291
C -2.930 -4.414 1.096
C -2.839 -3.596 2.385
O -2.673 -4.114 3.469
N -3.013 -2.281 2.178
C -2.835 -1.288 3.212
C -1.760 -0.285 2.800
C -1.592 0.839 3.826
N -0.774 1.897 3.277
C 0.646 1.626 3.246
C 1.270 2.041 1.913
C 1.002 3.500 1.545
C -0.475 3.758 1.233
C -1.309 4.162 2.448
C -1.085 3.252 3.669
N -0.030 -2.900 -1.276
N -0.185 -1.636 -1.669
C 0.580 -0.911 -2.503
C 1.774 -1.570 -3.098
C 3.487 1.568 -3.902
C 4.724 1.904 -3.380
H 6.314 3.731 -1.512
H 6.280 2.330 -0.445
H 7.001 2.202 -2.057
H 3.803 2.565 -0.210
H 1.613 1.977 -1.132
H 0.464 2.165 -3.903
H 1.138 0.704 -4.618
H -2.292 2.455 -1.593
H -1.750 2.473 -3.276
H -0.653 3.001 -1.994
H -3.601 -3.959 0.371
H -3.245 -5.428 1.336
H -2.964 -1.944 1.218
H -2.560 -1.811 4.131
H -3.786 -0.766 3.376
H -2.037 0.163 1.843
H -0.816 -0.814 2.659
H -1.181 0.428 4.764
H -2.580 1.250 4.045
H 1.168 2.153 4.065
H 0.814 0.557 3.389
H 0.866 1.398 1.128
H 2.348 1.868 1.968
H 1.601 3.747 0.664
H 1.332 4.154 2.354
H -0.558 4.555 0.489
H -0.902 2.852 0.802
H -2.361 4.131 2.158
H -1.076 5.191 2.732
H -1.986 3.269 4.288
H -0.270 3.667 4.282
H 1.852 -2.582 -2.709
H 2.676 -1.011 -2.855
H 1.685 -1.607 -4.183
H 3.407 1.284 -4.942
H 5.596 1.879 -4.017
*
```

Kohn-Sham gap in eV: 8.5
Relative energy (zero: lowest compared OMol25 entry of this formula, charge and spin) in kcal/mol: 7.1
LUMO energy in Ha: 0.0115
SMILES string: Cc1ccc(Cc2c(C)nc3nc(SCC(=O)NCCCN4CCCCCC4)nn3c2C)cc1
HOMO level in eV: -8.16

=====

3.
The following is a quantum chemistry calculation of C25H37Cl2GaNO5SSi as an isolated structure, from the Open Molecules 2025 dataset.

Structure (ORCA input):
```
! RIJCOSX wB97M-V def2-TZVPD def2/J DEFGRID3
* xyz 1 1
Ga -0.321 -1.093 -0.560
Cl 4.438 -6.518 -0.364
C 3.249 -5.284 -0.139
C 2.593 -5.183 1.099
C 1.637 -4.225 1.317
Cl 0.871 -4.106 2.857
C 1.279 -3.306 0.305
O 0.356 -2.419 0.541
C 1.973 -3.408 -0.926
C 1.717 -2.515 -2.000
O 0.919 -1.553 -2.006
C 2.952 -4.407 -1.136
H 2.850 -5.869 1.896
H 2.285 -2.674 -2.923
H 3.464 -4.461 -2.089
C -3.143 -2.701 -5.347
C -2.673 -1.435 -4.646
C -3.088 -0.197 -5.423
C -1.167 -1.464 -4.436
O -3.365 -1.354 -3.380
Si -3.079 -1.430 -1.799
S -1.907 0.255 -1.158
O -4.467 -1.515 -0.992
C -5.753 -0.858 -1.161
C -5.523 0.634 -1.363
C -6.468 -1.471 -2.355
C -6.511 -1.126 0.125
O -2.063 -2.655 -1.306
C -2.391 -4.094 -1.190
C -3.686 -4.420 -1.924
C -1.237 -4.843 -1.831
C -2.542 -4.405 0.288
H -2.726 -2.752 -6.355
H -4.231 -2.710 -5.419
H -2.822 -3.588 -4.799
H -2.681 -0.230 -6.435
H -2.724 0.705 -4.929
H -4.176 -0.144 -5.490
H -0.666 -1.598 -5.396
H -0.886 -2.296 -3.786
H -0.818 -0.531 -3.991
H -4.967 0.817 -2.288
H -4.959 1.051 -0.526
H -6.477 1.156 -1.435
H -5.894 -1.324 -3.270
H -7.447 -1.004 -2.477
H -6.616 -2.542 -2.202
H -5.955 -0.743 0.982
H -6.664 -2.198 0.259
H -7.487 -0.639 0.095
H -3.638 -4.119 -2.971
H -4.540 -3.934 -1.458
H -3.842 -5.499 -1.889
H -1.224 -4.683 -2.912
H -1.339 -5.914 -1.645
H -0.282 -4.517 -1.420
H -3.399 -3.864 0.694
H -1.651 -4.113 0.839
H -2.705 -5.474 0.430
C 3.643 3.016 2.205
C 2.704 2.054 1.542
C 2.606 1.969 0.157
C 1.731 1.071 -0.414
N 0.959 0.262 0.323
C 1.032 0.341 1.661
C 1.883 1.216 2.294
H 4.413 3.360 1.517
H 4.121 2.560 3.071
H 3.093 3.890 2.559
H 3.210 2.603 -0.479
H 1.634 0.985 -1.489
H 0.396 -0.331 2.223
H 1.909 1.244 3.376
*
```

Kohn-Sham gap in eV: 7.7
Relative energy (zero: lowest compared OMol25 entry of this formula, charge and spin) in kcal/mol: 0.0
LUMO energy in Ha: -0.1405
HOMO level in eV: -11.52